Below is a 2-piece molecular cluster, C5H11O6 overall at a distorted geometry, with properties calculated with wB97M-V/def2-TZVPD.

Output
HOMO-LUMO gap (spin up / spin down)	8.87 / 8.95	eV
multiplicity	4
max |F|	3.08	eV/A
HOMO energy (spin up / spin down)	-0.301 / -0.374	Ha
charge	0

Last columns: bonded neighbours and bond lengths (Å).
Element x y z (Å)
1 H -1.05 0.72 1.22  C2 1.089
2 C -0.82 -0.09 0.53  H1 1.089, C3 1.456, C4 1.472
3 C -1.92 -0.87 -0.03  C2 1.456, H11 1.107, H12 1.103, O20 1.444
4 C 0.60 -0.30 0.20  C2 1.472, C5 1.526, C6 1.575, O8 1.425
5 C 1.48 -0.29 1.44  C4 1.526, H13 1.100, H14 1.092, H15 1.094
6 C 1.05 0.82 -0.81  C4 1.575, O7 1.418, H16 1.103, H17 1.101
7 O 1.21 2.09 -0.18  C6 1.418, H18 0.973
8 O 0.75 -1.48 -0.58  C4 1.425, O9 1.462
9 O 0.87 -2.60 0.34  O8 1.462, H10 0.992
10 H -0.10 -2.82 0.41  O9 0.992
11 H -1.91 -0.84 -1.14  C3 1.107
12 H -2.84 -0.43 0.37  C3 1.103
13 H 1.40 0.66 1.99  C5 1.100
14 H 1.17 -1.10 2.11  C5 1.092
15 H 2.52 -0.44 1.15  C5 1.094
16 H 2.01 0.51 -1.26  C6 1.103
17 H 0.28 0.86 -1.60  C6 1.101
18 H 1.33 2.77 -0.86  O7 0.973
19 H -2.70 -2.61 0.50  O20 0.968
20 O -1.82 -2.26 0.35  C3 1.444, H19 0.968
21 O -0.53 4.42 -2.05  O22 1.239
22 O -0.95 3.25 -2.10  O21 1.239

Electronic structure analysis, natural (NBO) charges in units of e:
1. H 0.1929
2. C -0.0939
3. C -0.1492
4. C 0.1363
5. C -0.6262
6. C -0.0559
7. O -0.7288
8. O -0.2952
9. O -0.4623
10. H 0.4891
11. H 0.1848
12. H 0.1830
13. H 0.2246
14. H 0.2334
15. H 0.2204
16. H 0.1771
17. H 0.1642
18. H 0.4751
19. H 0.4870
20. O -0.7584
21. O -0.0006
22. O 0.0025